# 1
Formula: C20H34Cl4F2O18
Source: OMol25
Level of theory: ωB97M-V with the def2-TZVPD basis set

Output
- HOMO (eV) = -10.74
- SMILES = O=C1OC[C@@H](F)O1.O=C1OC[C@@H](F)O1.COC(=O)OC.COC(=O)OC.COC(=O)OC.COC(=O)OC.ClCCl.ClCCl
- gap between HOMO and LUMO (Eh) = 0.406
- spin multiplicity = 1
- total energy (a.u.) = -4177.34246
- relative energy (zero: lowest compared OMol25 entry of this formula, charge and spin) (kcal per mole) = 13.78

Geometry (Å):
C1 -5.76503 9.28055 -21.60222
O1 -6.48158 10.15933 -20.75367
C2 -7.50719 9.63470 -20.07496
O2 -7.82587 8.47513 -20.06534
O3 -8.09748 10.61291 -19.41938
C3 -9.22236 10.23835 -18.62769
H1 -6.11727 9.39300 -22.63046
H2 -5.91695 8.23521 -21.34181
H3 -4.71451 9.54335 -21.54041
H4 -9.54367 11.07117 -18.00941
H5 -8.93392 9.41694 -17.97145
H6 -10.05867 9.94390 -19.26177
C4 -17.31201 9.37363 -14.35516
O4 -16.27480 9.84849 -15.18760
C5 -15.54763 8.92571 -15.83792
O5 -15.89609 7.80066 -16.03672
O6 -14.38802 9.38819 -16.25924
C6 -14.07060 10.76776 -16.02501
H7 -17.22954 9.90981 -13.41196
H8 -17.25755 8.29919 -14.20439
H9 -18.29234 9.58588 -14.78500
H10 -14.09463 10.99613 -14.96093
H11 -14.86282 11.39033 -16.44508
H12 -13.05783 10.99919 -16.32792
C7 -17.62031 14.85156 -17.17352
O7 -16.70752 15.80695 -16.62281
C8 -17.00188 16.25112 -15.40445
O8 -18.04916 16.13225 -14.84748
O9 -15.94557 16.91849 -14.95436
C9 -16.21644 17.72294 -13.81551
H13 -17.00360 14.13029 -17.70408
H14 -18.30330 15.34940 -17.85806
H15 -18.18668 14.36565 -16.38236
H16 -16.82201 17.17682 -13.09350
H17 -16.76068 18.62001 -14.10661
H18 -15.25699 17.95085 -13.36646
C10 -15.67654 13.01687 -13.90887
O10 -16.31905 13.92804 -12.98976
C11 -15.98266 14.00878 -11.70705
O11 -16.39180 14.89476 -11.02714
O12 -15.18480 13.03844 -11.27386
C12 -15.12756 13.01762 -9.83651
H19 -14.60141 13.09312 -13.82232
H20 -16.00890 13.36817 -14.88273
H21 -16.08673 12.01174 -13.83823
H22 -16.11347 12.79331 -9.43247
H23 -14.70843 13.93325 -9.43588
H24 -14.49769 12.17038 -9.57090
C13 -11.06520 13.34843 -11.90597
C14 -11.15987 13.01753 -10.41831
O13 -11.46421 11.64716 -10.41932
C15 -11.96463 11.29886 -11.63183
O14 -12.35728 10.23441 -11.90457
O15 -11.89113 12.34712 -12.48522
F1 -12.17555 13.71855 -9.82579
H25 -10.05778 13.24095 -12.29677
H26 -11.46280 14.35144 -12.04411
H27 -10.25905 13.13026 -9.82321
C16 -12.99562 14.31624 -18.39404
C17 -13.34028 14.81425 -17.00457
O16 -12.13589 14.56918 -16.29013
C18 -11.48029 13.54806 -16.90952
O17 -10.56227 12.96010 -16.45788
O18 -12.03786 13.28947 -18.10833
F2 -14.31908 14.01634 -16.45049
H28 -12.51686 15.07245 -19.01117
H29 -13.84291 13.89199 -18.92464
H30 -13.60244 15.86583 -16.94164
C19 -14.82787 10.07220 -19.61823
Cl1 -13.08222 9.96300 -19.32884
Cl2 -15.28739 11.77863 -19.74370
H31 -15.04646 9.62890 -20.58138
H32 -15.33409 9.52966 -18.82966
C20 -12.79443 13.73609 -22.40215
Cl3 -11.44213 14.14509 -21.34173
Cl4 -13.84422 15.12841 -22.70507
H33 -12.41997 13.37440 -23.34952
H34 -13.39321 12.98375 -21.90320

# 2
Formula: C20H34F9N4O2S
Source: OMol25
Level of theory: ωB97M-V with the def2-TZVPD basis set

Output
- net charge = +1
- HOMO (eV) = -12.13
- SMILES = CC[C@@H](C)Nc1nc(CCCCCCOC(C)=O)[nH][n+]1CCCCC(F)(F)C(F)(F)S(F)(F)(F)(F)F
- gap between HOMO and LUMO (Eh) = 0.348
- spin multiplicity = 1
- total energy (a.u.) = -2448.69832

Geometry (Å):
C1 -2.63137 2.11799 5.09511
C2 -3.32169 1.71075 3.78693
C3 -2.63096 0.57454 3.03800
C4 -3.33329 0.38011 1.67938
N1 -1.22195 0.93995 2.89196
C5 -0.15642 0.18383 2.65881
N2 1.07441 0.72683 2.61484
C6 1.90220 -0.28134 2.41570
C7 3.36985 -0.24472 2.27016
C8 3.80042 0.55415 1.01993
C9 4.16314 -0.38058 -0.13575
C10 4.81771 0.39122 -1.31424
C11 3.86249 0.46593 -2.50124
C12 2.62004 1.28791 -2.18367
O1 2.21515 1.93611 -3.39688
C13 0.97628 2.50248 -3.40065
C14 0.40241 3.01073 -2.10041
O2 0.37502 2.62757 -4.45072
N3 1.22660 -1.43488 2.33332
N4 -0.11321 -1.15612 2.45603
C15 -1.07743 -2.23591 2.34296
C16 -0.87027 -3.04007 1.04161
C17 -1.48170 -2.28437 -0.13883
C18 -0.78009 -2.57625 -1.45488
C19 -1.57237 -2.20330 -2.70864
F1 -2.78961 -2.79418 -2.65195
F2 -0.90137 -2.66808 -3.78712
C20 -1.74860 -0.67095 -2.82004
F3 -0.55070 -0.10744 -2.52395
F4 -2.63210 -0.25540 -1.88998
S1 -2.26538 -0.00483 -4.51852
F5 -1.77155 1.42922 -4.07146
F6 -3.71601 0.36052 -3.98546
F7 -2.81171 -1.42140 -4.93379
F8 -0.84607 -0.35064 -5.06337
F9 -2.65427 0.55986 -5.92100
H1 -3.38185 2.47689 5.78366
H2 -2.14406 1.25207 5.52755
H3 -1.92127 2.91712 4.92277
H4 -3.46797 2.54728 3.11208
H5 -4.31861 1.34015 3.99994
H6 -2.69775 -0.31619 3.65548
H7 -4.21918 0.99177 1.60334
H8 -3.58742 -0.65577 1.47982
H9 -2.64235 0.68119 0.89963
H10 -1.00864 1.91654 2.99297
H11 3.71239 -1.26894 2.16167
H12 3.81158 0.14931 3.17607
H13 4.68959 1.11621 1.27296
H14 3.02970 1.25923 0.73296
H15 3.27729 -0.88549 -0.50625
H16 4.88055 -1.09772 0.24489
H17 5.72518 -0.11663 -1.61714
H18 5.07929 1.39566 -0.99874
H19 3.54532 -0.54266 -2.74376
H20 4.32655 0.91141 -3.37129
H21 1.81367 0.65580 -1.82267
H22 2.84183 2.04492 -1.43489
H23 1.14374 3.50408 -1.47978
H24 -0.02120 2.19536 -1.52695
H25 -0.36947 3.71370 -2.36519
H26 1.61747 -2.34864 2.19331
H27 -0.94662 -2.91840 3.17803
H28 -2.09408 -1.88049 2.34349
H29 -1.42707 -3.95863 1.19157
H30 0.17532 -3.25594 0.86429
H31 -2.55084 -2.43402 -0.19224
H32 -1.35617 -1.22155 0.07223
H33 -0.66093 -3.65410 -1.54520
H34 0.21845 -2.16274 -1.49682

# 3
Formula: C20H34N4O2
Source: OMol25
Level of theory: ωB97M-V with the def2-TZVPD basis set

Output
- HOMO (eV) = -8.91
- SMILES = CN(CCCN1CCCCC1)C(=O)CCc1nnc(C2CCCCC2)o1
- gap between HOMO and LUMO (Eh) = 0.357
- spin multiplicity = 1
- total energy (a.u.) = -1152.01978
- relative energy (zero: lowest compared OMol25 entry of this formula, charge and spin) (kcal per mole) = 9.61

Geometry (Å):
C1 2.19790 2.88456 1.78042
N1 1.38533 1.69595 1.91994
C2 0.97185 1.06213 0.79631
O1 1.30339 1.44781 -0.31133
C3 0.06132 -0.14085 0.98095
C4 -0.26871 -0.74255 -0.38535
C5 -0.98269 0.26362 -1.20869
N2 -1.93222 1.04998 -0.82203
N3 -2.28088 1.80212 -1.89041
C6 -1.53165 1.43527 -2.87523
O2 -0.68206 0.44600 -2.50918
C7 -1.49458 1.95797 -4.26671
C8 -2.49629 3.09658 -4.46674
C9 -3.93609 2.59572 -4.39879
C10 -4.16958 1.47617 -5.40806
C11 -3.19745 0.32821 -5.15647
C12 -1.75767 0.82054 -5.26422
H1 -1.06098 0.00076 -5.07631
H2 -1.57637 1.19386 -6.27462
H3 -3.37182 -0.07708 -4.15705
H4 -3.36610 -0.47405 -5.87863
H5 -5.19732 1.11567 -5.33222
H6 -4.02231 1.85827 -6.42172
H7 -4.13082 2.23096 -3.39039
H8 -4.61772 3.42475 -4.59838
H9 -2.33757 3.85400 -3.69889
H10 -2.31176 3.54905 -5.44410
H11 -0.47686 2.33526 -4.43105
H12 0.64208 -1.02892 -0.91243
H13 -0.90318 -1.62398 -0.25997
H14 0.55112 -0.87869 1.61972
H15 -0.86902 0.19335 1.44373
C13 1.12301 1.26644 3.27211
H16 0.32836 0.52507 3.27730
H17 0.78427 2.13640 3.84803
C14 2.36057 0.67700 3.96431
H18 2.08248 0.40052 4.98160
H19 3.13844 1.43870 4.03852
C15 2.95636 -0.51868 3.22030
N4 2.02956 -1.62094 3.01389
C16 2.59400 -2.59274 2.08722
C17 1.57868 -3.67866 1.74481
C18 1.11356 -4.38369 3.01318
C19 0.58260 -3.33831 3.98619
C20 1.64913 -2.28053 4.25278
H20 1.24732 -1.53406 4.93967
H21 2.52503 -2.75350 4.73471
H22 -0.29615 -2.85429 3.55617
H23 0.29134 -3.80331 4.92945
H24 0.33936 -5.11635 2.77963
H25 1.95401 -4.91347 3.46828
H26 0.72030 -3.22446 1.24781
H27 2.03524 -4.38993 1.05453
H28 2.88657 -2.06518 1.17518
H29 3.49980 -3.06264 2.51282
H30 3.27415 -0.17942 2.23023
H31 3.85839 -0.85515 3.76440
H32 3.23425 2.69774 2.07064
H33 1.79202 3.68642 2.39959
H34 2.17603 3.18461 0.73458

# 4
Formula: C20H34N5OSScSi2Te
Source: OMol25
Level of theory: ωB97M-V with the def2-TZVPD basis set

Output
- net charge = +1
- HOMO (spin up / spin down) (eV) = -8.62 / -10.55
- gap between HOMO and LUMO (spin up / spin down) (Eh) = 0.215 / 0.274
- expectation value of S² = 0.763
- spin multiplicity = 2
- total energy (a.u.) = -3137.36426
- relative energy (zero: lowest compared OMol25 entry of this formula, charge and spin) (kcal per mole) = 0.00

Geometry (Å):
Sc1 1.69522 -0.14762 -0.75364
N1 -0.38321 -4.13006 -0.46757
C1 -0.05827 -2.80176 -0.58064
S1 1.17016 -2.38938 -1.77166
N2 -0.64714 -1.95756 0.20853
N3 -0.18924 -0.66801 0.03878
C2 -0.96514 0.30637 0.49173
C3 -0.55682 1.61896 0.19155
C4 -1.27582 2.76927 0.58794
C5 -0.85206 4.00493 0.19571
C6 0.29948 4.11172 -0.62002
C7 0.96652 2.97210 -0.95909
N4 0.59331 1.73007 -0.56012
H1 -0.20772 -4.69670 -1.28073
H2 -1.26009 -4.30789 -0.00050
H3 -1.88979 0.08452 1.01030
H4 -2.16453 2.64190 1.19140
H5 -1.39716 4.89102 0.49092
H6 0.64785 5.06844 -0.98123
H7 1.84950 3.01811 -1.58657
O1 2.61918 -0.90892 0.93260
N5 2.10103 -1.88315 1.69129
C8 2.42813 -3.15343 1.41660
C9 1.90799 -4.17398 2.17986
C10 1.05156 -3.87299 3.22695
C11 0.73865 -2.54804 3.48605
C12 1.27745 -1.55731 2.69793
H8 3.08207 -3.29017 0.56980
H9 2.17111 -5.19250 1.93757
H10 0.63050 -4.66402 3.83137
H11 0.07256 -2.27094 4.28955
H12 1.08262 -0.50183 2.80845
C13 5.64116 0.01884 -4.16473
Si1 4.22781 1.20426 -3.91923
C14 2.69861 0.21664 -3.39926
C15 3.83828 2.19940 -5.44162
C16 4.59773 2.37273 -2.48700
Te1 4.43108 1.46029 -0.55980
C17 4.15274 3.29986 0.47876
Si2 3.85630 3.19042 2.34391
C18 5.31656 2.33216 3.12856
C19 3.66403 4.93388 2.97566
C20 2.29652 2.19804 2.62155
H13 5.41097 -0.71432 -4.94026
H14 5.87008 -0.52721 -3.24636
H15 6.54583 0.54819 -4.46973
H16 2.22065 -0.30086 -4.23230
H17 1.92935 0.88011 -2.97433
H18 3.01514 -0.57902 -2.70845
H19 3.61056 1.54529 -6.28563
H20 4.68108 2.83055 -5.72905
H21 2.97473 2.84751 -5.27843
H22 3.88477 3.20043 -2.49752
H23 5.59972 2.79633 -2.55593
H24 3.32108 3.81220 -0.00548
H25 5.06546 3.86720 0.28625
H26 6.24609 2.86577 2.91925
H27 5.42915 1.31069 2.75656
H28 5.20437 2.27751 4.21315
H29 4.54826 5.53896 2.76836
H30 3.51236 4.92748 4.05730
H31 2.80043 5.42571 2.52317
H32 2.44195 1.19374 2.21602
H33 1.43761 2.64929 2.11853
H34 2.06245 2.10835 3.68449